[1]
# C2H2N2O2S

One molecule with the formula C2H2N2O2S in a non-equilibrium geometry (ωB97M-V/def2-TZVPD, OMol25).

- SMILES string: Oc1nnc(S)o1
- Calculated total energy: -735.5085 Eh
- Molecular weight: 118.1 g mol⁻¹
- HOMO energy: -9.13 eV
- Kohn-Sham gap: 9.4 eV

The geometry in XYZ format:
```
9
Properties=species:S:1:pos:R:3:forces:R:3
S -0.4613 -1.5709 2.0275 -1.1 -3.4 1.4
O 1.2038 1.8346 -0.9929 -0.2 3.2 -2.0
O 0.6345 0.5089 0.8827 -2.0 -0.4 -3.1
N -0.1966 0.2063 -1.2862 -0.7 -0.9 3.9
N -0.9409 -0.6597 -0.3832 0.7 1.1 -0.8
C -0.4809 -0.4740 0.7876 1.8 1.0 -1.7
C 0.5958 0.8536 -0.4437 -1.8 -2.2 -1.0
H -0.8972 -2.7019 1.2216 0.7 1.9 1.2
H 0.5427 2.0030 -1.8135 2.6 -0.4 2.3
```
Forces are in eV/Å.

[2]
# C8H9FKO3

C8H9FKO3 as an isolated structure in a non-equilibrium geometry (ωB97M-V/def2-TZVPD, OMol25).

- Calculated total energy: -1235.7540 Eh
- Molecular weight: 211.3 g mol⁻¹
- Charge: -1
- HOMO energy: -3.74 eV
- Kohn-Sham gap: 4.7 eV

The geometry in XYZ format:
```
22
Properties=species:S:1:pos:R:3:forces:R:3
K 1.3738 -2.2294 -0.2258 0.4 0.5 0.7
F 2.0219 -2.9381 2.3685 -0.3 0.0 -0.9
O 1.3472 0.2131 -1.8762 0.0 -0.4 0.5
O -4.9857 0.3010 0.4656 -0.1 -0.2 0.2
O 0.2467 -0.1350 1.3930 0.3 0.0 0.2
C 3.7666 0.3208 -1.9464 0.2 -0.8 -0.5
C -3.7945 0.1803 0.6663 0.5 0.7 -0.9
C -2.7698 0.6876 -0.2996 0.4 0.1 0.7
C -0.9366 0.0175 1.2284 -0.5 -0.2 0.1
C -3.2523 -0.4589 1.8818 -0.2 -0.4 0.2
C -1.9475 -0.5598 2.1396 -0.4 -0.4 0.5
C 2.4546 0.7990 -1.3217 -0.3 0.0 -0.4
C -1.4795 0.6853 0.0463 0.3 0.3 -1.5
H 2.5365 0.6335 -0.2235 0.1 0.0 0.1
H -3.0051 1.1354 -1.2558 -0.6 -0.1 0.1
H 3.9560 -0.7359 -1.6961 0.2 0.2 0.4
H 3.7127 0.2430 -3.0399 -0.3 0.6 0.0
H 2.4754 1.9101 -1.4289 -0.2 0.0 0.0
H 4.6190 0.9577 -1.6866 0.1 -0.2 0.2
H -0.7363 1.0319 -0.6754 0.2 0.0 0.2
H -4.0136 -0.9245 2.4993 0.1 0.1 0.1
H -1.5894 -1.1348 2.9873 0.1 0.2 0.0
```
Forces are in eV/Å.